134
Properties=species:S:1:pos:R:3:forces:R:3 method="wB97M-V/def2-TZVPD" molar_mass_g_mol=974.900 relative_energy_kj_mol=0.0 e_lumo_ev=0.30 orbital_gap_ha=0.3198 smiles="CCSC[C@@]1(CCO[Si](C)(C)C)[C@@H](CCC(F)=C(F)F)[C@@](CCCCN(C)C(C)=O)(B(O)CC)OS(=O)(=O)[C@@H]1P(O)Br.CCO.CCO.CCO.CCO.CCO"
C -7.16941 -2.34637 5.59756 0.04 -0.03 -0.10
O -4.80623 -1.94175 5.14032 0.00 -0.06 -0.01
H 3.72597 -4.09790 0.30014 -0.02 -0.13 -0.01
H 1.81265 3.13956 -0.34950 0.09 -0.06 -0.16
C -4.39688 -0.13598 0.73177 0.27 -0.29 -0.21
H 1.70022 0.70499 -4.41082 0.07 -0.03 -0.02
H -2.09692 -4.74499 2.86604 -0.04 0.04 -0.08
H 1.16203 -3.92549 1.93071 -0.28 0.07 -0.23
H -0.32947 1.31860 -4.53634 0.07 0.21 -0.05
C 5.68107 2.04468 -0.12149 0.19 -0.47 -0.14
C -1.53924 -5.37437 3.55536 0.07 -0.13 0.15
O 2.93947 0.70660 -0.05687 -0.48 -0.61 -0.14
H 4.16518 -0.70543 5.52786 -0.03 -0.01 0.01
H 0.40282 2.70527 -1.29354 0.14 0.04 -0.10
H -5.13610 0.08096 1.50512 0.01 0.11 -0.04
O 1.24811 5.35037 -2.37291 -0.02 -0.08 0.07
C 1.12917 -2.84203 -2.40126 -0.21 0.65 -0.33
C 0.32640 2.10863 0.76531 -0.02 0.05 -0.16
H 0.99865 1.95952 1.61231 -0.04 -0.05 0.00
C 4.61758 3.03874 -2.00932 0.43 -0.11 -0.21
C 0.18233 -1.74234 -1.80622 -0.11 -0.42 -0.22
H 0.29461 -6.03393 3.59631 0.02 0.00 -0.02
H 2.43354 2.77492 -4.64847 -0.19 -0.07 0.05
H -8.17005 5.04083 -2.78721 0.00 -0.01 -0.02
H 3.58932 -3.82023 2.02559 0.02 -0.27 -0.04
H -1.35132 -3.27913 -1.83571 0.01 -0.05 -0.23
H -2.57037 -4.69882 5.33233 -0.01 0.00 0.00
H -0.30019 2.97528 0.98408 0.07 0.01 0.07
H 5.52410 -1.79822 5.78209 0.00 -0.04 0.04
H -0.41027 -2.34293 0.20067 -0.20 0.12 -0.08
H -0.82319 1.01553 -1.53392 0.04 0.05 -0.03
H 3.32826 0.43633 -3.93841 0.01 -0.09 0.23
H 1.33843 -3.58180 -1.62352 0.00 0.00 -0.06
O 3.68948 -3.13974 -2.21957 -0.03 0.08 -0.03
C 0.47545 -0.41749 -2.58084 -0.03 -0.02 -0.41
C -6.86462 5.46918 -1.12382 0.03 0.08 -0.05
H 0.04462 2.54822 -3.28034 0.26 -0.15 -0.19
H 2.62306 6.20538 -1.08012 0.01 -0.05 0.08
P 0.40359 -3.91495 -3.77521 0.01 -0.51 0.20
H 6.09533 0.94214 -3.20020 0.05 0.08 -0.04
C -2.34441 -1.49430 2.54401 0.00 0.17 -0.18
C -2.53513 3.31223 -3.06514 -0.21 0.13 -0.11
C 1.56683 5.91838 -1.10226 -0.01 0.24 -0.13
F -3.23836 4.32706 -3.54582 -0.83 -0.46 0.03
H 0.05322 -0.64539 0.05209 -0.16 -0.08 0.06
C 2.66656 2.44809 -3.62862 0.45 -0.11 -0.57
O 1.72847 -4.79010 -4.14696 -0.13 -0.05 0.29
H -1.09949 -3.79081 4.94770 -0.03 0.03 -0.01
H 0.47174 -0.73455 -3.63219 0.14 -0.06 0.04
C 1.69874 -3.80266 0.99140 0.53 -0.23 0.37
C 1.10541 2.33063 -0.55301 -0.42 -0.13 0.28
H 2.44035 -4.74223 -3.48936 0.18 0.13 -0.28
H -2.00181 -6.36720 3.56043 -0.08 0.04 -0.04
H 4.75131 2.14187 -4.00888 0.09 0.06 0.05
H -2.45345 -0.47850 2.93499 0.06 -0.04 0.06
O -6.27307 5.12334 -3.46558 -0.07 0.03 0.05
H 5.23529 0.02216 0.45935 0.08 -0.03 -0.14
H 2.85924 -2.55076 4.46411 0.00 -0.01 -0.04
H -1.59859 0.08515 -2.78043 0.12 -0.15 0.04
C 1.88232 0.20931 -2.33823 0.75 0.20 0.35
H 0.82374 7.90338 -1.52098 0.04 0.03 0.04
H 5.42637 -2.25252 3.33672 -0.01 0.01 -0.01
C 3.12482 -4.33381 1.18190 -0.07 0.28 -0.25
H -7.45924 -1.33740 5.29409 -0.02 0.01 0.05
O 5.72118 3.13535 0.39562 -0.44 0.28 0.23
H 5.98936 1.03977 1.70905 0.05 -0.01 -0.02
H -0.97623 -5.40824 5.63954 -0.06 -0.02 0.01
H -5.66515 -1.71709 7.00921 -0.01 -0.07 0.06
N 5.32182 1.86433 -1.47205 -0.08 0.49 -0.04
H 7.00560 0.65565 -1.75815 0.10 0.12 0.03
H -7.58222 5.19795 -0.34795 0.00 -0.01 0.00
C -7.17876 4.76389 -2.43047 0.17 -0.05 0.04
Br 0.17358 -2.61050 -5.59271 0.04 0.13 0.01
C -5.74799 -2.35922 6.12613 -0.04 0.15 -0.04
H 7.11881 2.25500 -2.55727 0.02 -0.01 0.05
H -5.38672 4.87543 -3.18362 0.02 0.02 -0.08
O 4.46589 -2.19660 3.29986 0.00 0.15 0.09
C 0.68710 7.11122 -0.78110 -0.08 -0.04 -0.06
H -1.54036 -2.04574 -3.12772 0.18 -0.32 -0.08
C 3.94354 -2.61440 4.55698 0.17 -0.03 0.01
H 1.19947 -4.38333 0.21353 -0.17 0.21 -0.01
H 1.41450 5.12792 -0.37133 0.01 -0.01 0.00
H -1.30488 -1.62151 2.23261 -0.01 0.02 -0.02
H 4.00621 -2.06952 6.64940 0.01 -0.01 0.00
O 2.89383 -2.02902 -4.24061 -0.23 0.39 0.04
H 2.58932 0.50856 0.82218 0.28 0.42 0.14
H -0.34702 1.24971 0.70387 0.01 0.00 0.07
C -0.67150 0.60247 -2.53230 -0.21 0.03 -0.11
C -2.37987 -1.55757 -1.22433 -0.09 -0.19 -0.36
S 2.76441 -2.22133 -2.82824 0.50 -0.84 0.09
O -2.80862 -2.42630 -0.18511 0.06 0.24 0.03
S 1.87927 -2.05027 0.55727 -0.08 -0.08 -0.10
B 1.98095 1.07642 -0.96422 0.10 0.29 0.05
H -6.88993 6.55045 -1.26225 -0.03 0.00 0.01
H -3.66060 0.67024 0.69619 -0.12 0.09 0.00
H 4.25818 3.81000 -3.96334 0.08 0.00 0.07
H 2.00676 3.04398 -2.99826 0.14 -0.10 0.22
H 0.92323 7.51786 0.20289 0.02 0.01 0.00
H -5.46295 -3.39658 0.91360 -0.02 0.05 0.01
C -0.62111 1.74191 -3.57393 -0.62 -0.56 0.78
Si -3.57133 -1.76934 1.14635 -0.10 -0.26 0.42
H -7.87341 -2.68947 6.35653 0.00 0.01 0.01
H 6.97751 0.40277 0.39330 -0.04 -0.06 0.00
O -0.22215 -5.46260 3.01895 -0.02 -0.01 0.06
H -7.25451 -2.99282 4.72332 -0.01 -0.03 0.02
H -5.50971 -2.47454 2.44059 -0.05 -0.05 -0.05
F -2.50018 3.37088 -1.74400 0.94 0.46 0.11
H -4.40145 -3.80970 2.27401 0.01 -0.06 -0.09
C 4.43586 -1.74757 5.69985 0.00 0.08 -0.06
H -5.03359 -1.04373 4.87819 0.04 0.00 0.00
C -1.96660 2.36405 -3.79776 -0.02 -0.21 0.11
H -2.53555 -2.18704 3.36086 -0.03 -0.05 0.12
C 2.41314 0.92861 -3.61430 -0.65 0.28 -0.12
H -7.16183 3.67753 -2.28503 -0.10 0.00 0.01
C -1.27270 -2.21991 -2.08315 -0.31 0.70 0.64
C 5.98804 0.78401 0.65075 0.11 0.09 0.16
F -2.61038 1.99750 -4.92981 0.45 0.63 -0.56
H 3.75446 3.23852 -1.37279 0.09 -0.01 0.08
H -4.89951 -0.19209 -0.23646 -0.09 0.10 0.06
H -3.23697 -1.36327 -1.87959 0.02 0.06 0.01
C 6.45218 1.42540 -2.29225 -0.31 -0.55 0.02
C -1.55160 -4.78321 4.95153 0.09 0.06 -0.02
H 1.38100 6.03175 -3.03991 -0.02 -0.04 -0.02
H -5.86428 5.20308 -0.77330 -0.02 -0.04 0.03
H 4.20861 -3.66285 4.73576 -0.09 -0.02 0.04
H 3.11435 -5.41555 1.32145 0.02 0.04 0.16
C 0.30124 -1.66165 -0.26120 0.52 0.06 0.10
H -5.45386 -3.36825 6.41330 0.03 0.01 0.00
H -0.36439 6.82181 -0.79853 0.00 -0.01 0.04
H 5.25700 3.92682 -1.93280 0.04 -0.04 -0.05
O 2.87505 -0.88007 -2.06401 -0.38 0.04 0.01
C 4.14282 2.85125 -3.45031 -0.57 0.39 0.11
C -4.86003 -2.98524 1.72414 0.07 0.00 0.06
H -2.07432 -0.58912 -0.82398 0.07 -0.07 0.09